A structure of composition C17H21O11S2SeSiV. Source: the OMol25 dataset; level of theory: ωB97M-V with the def2-TZVPD basis set.

```
54
C17H21O11S2SeSiV (ωB97M-V with the def2-TZVPD basis set)
Se -1.46 -2.22 -0.05
V -0.33 -0.18 -0.54
S -2.94 1.43 -1.08
S -0.15 1.11 -3.33
Si -0.03 -3.96 -0.55
O 0.56 1.48 -0.21
O -0.31 -0.10 1.98
O -0.50 -0.06 -2.37
O -2.01 0.79 -0.06
O 1.48 3.38 0.50
O -3.25 0.53 -2.15
O 3.50 -0.49 0.16
O 1.27 1.26 -3.39
O -0.87 0.89 -4.55
O 1.34 -0.95 -0.14
O -4.03 2.06 -0.38
C -1.55 5.14 -1.71
C 2.35 -0.44 0.54
C -0.80 2.60 -2.56
C 1.16 2.22 0.66
C 0.31 -3.94 -2.39
C -0.06 3.72 -2.93
C -0.43 4.99 -2.51
C 0.85 -0.77 2.52
C 1.99 0.08 1.93
C -1.02 -5.49 -0.08
C -1.92 2.75 -1.75
C 1.60 -4.04 0.38
C 0.03 0.88 4.04
C -2.28 4.02 -1.33
C -0.05 1.19 2.55
C 0.71 -0.52 4.02
C 1.36 1.51 1.99
H 0.83 3.59 -3.53
H 0.60 1.63 4.59
H 0.70 -4.91 -2.72
H -1.06 -5.61 1.01
H -0.60 -3.72 -2.95
H -3.14 4.12 -0.69
H 1.68 -0.53 4.52
H 1.92 2.17 2.65
H 0.08 -1.27 4.48
H -1.85 6.12 -1.36
H 1.04 -3.17 -2.63
H -2.05 -5.43 -0.44
H 2.12 -4.95 0.06
H -0.56 -6.39 -0.50
H 0.84 -1.81 2.20
H 0.16 5.84 -2.80
H 2.90 0.04 2.52
H 1.45 -4.11 1.46
H -0.96 0.82 4.47
H -0.83 1.88 2.24
H 2.23 -3.18 0.17
```

⟨S²⟩   0.808
HOMO energy (alpha / beta)   -6.05 / -6.23 eV
Frontier orbital gap (alpha / beta)   0.254 / 0.303 hartree
Total charge   -1
Spin multiplicity   2

Atom charges from the natural (NBO) analysis, given in e for atoms 1 to 4:
1 Se -0.3150
2 V 1.4367
3 S 2.4267
4 S 2.3984